Entry 1:
C36H30AsCl2N6S2Tl | ωB97M-V with the def2-TZVPD basis set

Values from the calculation:
frontier orbital gap = 3.44 eV
relative energy (zero: lowest compared OMol25 entry of this formula, charge and spin) = 177.15 kJ/mol
DFT total energy = -159006.16434 eV

The geometry in ORCA input format:
```
! wB97M-V def2-TZVPD RIJCOSX def2/J DEFGRID3
* xyz -2 1
Tl 1.09527 0.92464 0.55443
S 0.13678 -1.04639 2.21069
C 1.05930 -0.55676 3.59542
C 0.54330 -1.02915 4.85724
N 0.10192 -1.44318 5.83639
C 2.21359 0.16149 3.59321
S 3.07962 0.77373 2.20404
C 2.85883 0.43584 4.85161
N 3.40077 0.67756 5.83876
Cl -3.20287 0.20246 0.71944
C -3.07679 -1.52787 0.95572
Cl -2.28757 -2.35815 -0.41656
H -4.07055 -1.94888 1.05561
H -2.45992 -1.69740 1.83248
N 3.90830 -4.41714 -4.25734
C 4.36902 -5.65689 -4.64758
C 5.07653 -6.09275 -5.76381
C 5.37691 -7.43987 -5.82060
C 4.98489 -8.32385 -4.80100
C 4.28374 -7.88020 -3.69765
C 3.97399 -6.52332 -3.62091
N 3.29764 -5.82270 -2.63222
C 3.28407 -4.58542 -3.04729
C 2.68456 -3.44843 -2.31683
C 2.18338 -3.63934 -1.03863
C 1.66102 -2.54832 -0.35670
N 1.61784 -1.32465 -0.88288
C 2.08795 -1.14628 -2.11536
C 2.62606 -2.17499 -2.86932
H 4.04530 -3.54499 -4.73370
H 5.37865 -5.41367 -6.55035
H 5.92828 -7.82409 -6.66937
H 5.24110 -9.37198 -4.88576
H 3.97906 -8.55421 -2.90862
H 2.20845 -4.61665 -0.57962
H 1.27042 -2.63484 0.64993
H 2.04573 -0.14023 -2.51022
H 2.97741 -1.95008 -3.86801
C -0.35219 2.31324 1.22876
C -1.19224 2.84708 1.94081
C -2.14316 3.48311 2.76105
C -1.89918 3.42956 4.19522
C -2.91685 3.52582 5.16532
C -2.64685 3.42514 6.52061
C -1.35490 3.20691 6.98217
C -0.33645 3.07834 6.04204
C -0.59882 3.19131 4.69027
C -3.26239 4.12509 2.13835
C -4.06934 5.11396 2.76021
C -5.11981 5.72715 2.10426
C -5.44525 5.41439 0.78648
C -4.65743 4.46082 0.14436
C -3.60905 3.84086 0.79206
H -3.94390 3.63496 4.84236
H -3.46777 3.49342 7.22785
H -1.14953 3.10945 8.04084
H 0.67806 2.87422 6.36579
H 0.20873 3.07798 3.97756
H -3.83091 5.42677 3.76772
H -5.69607 6.48033 2.63402
H -6.27087 5.89816 0.27975
H -4.87088 4.18959 -0.88553
H -3.01979 3.09678 0.27088
N 2.80647 2.28012 -2.09538
C 2.24089 1.79204 -1.21296
C -0.14784 0.96773 -3.94537
As -1.01897 1.07923 -2.17397
C -1.11938 3.02952 -2.12200
C -2.82992 0.76338 -2.86581
H -0.74437 1.49999 -4.68895
H -0.04889 -0.07654 -4.24691
H 0.84116 1.42312 -3.88554
H -1.45142 3.40629 -3.09165
H -0.13533 3.43073 -1.88293
H -1.80865 3.34032 -1.34057
H -3.00692 1.42176 -3.71808
H -3.56609 0.96143 -2.08844
H -2.92585 -0.27661 -3.17927
*
```

Entry 2:
C36H30AsCl2N6S2Tl | ωB97M-V with the def2-TZVPD basis set

Values from the calculation:
frontier orbital gap = 5.47 eV
relative energy (zero: lowest compared OMol25 entry of this formula, charge and spin) = 0.00 kJ/mol
DFT total energy = -159008.00033 eV

The geometry in ORCA input format:
```
! wB97M-V def2-TZVPD RIJCOSX def2/J DEFGRID3
* xyz -2 1
Tl 1.39311 2.74786 -2.93710
S 3.64676 2.84064 -4.09017
C 4.24000 4.28874 -3.31506
C 5.48373 4.76053 -3.85698
N 6.47504 5.11910 -4.32016
C 3.67614 4.97876 -2.28754
S 2.18319 4.62524 -1.45253
C 4.34902 6.14718 -1.79346
N 4.86017 7.09026 -1.37505
Cl 4.59987 -0.83460 -1.72043
C 3.30775 -1.60692 -0.78857
Cl 3.80258 -1.96359 0.88035
H 3.05320 -2.54429 -1.26632
H 2.46054 -0.92963 -0.76084
N -0.92976 -1.80092 2.62164
C -1.55162 -2.73017 3.42353
C -2.70703 -3.49060 3.26971
C -3.03567 -4.34460 4.30550
C -2.24324 -4.44055 5.46118
C -1.10051 -3.67968 5.60950
C -0.75196 -2.81109 4.57461
N 0.31769 -1.94805 4.47056
C 0.17583 -1.37058 3.30167
C 1.11133 -0.36121 2.78307
C 2.17144 0.04388 3.58938
C 3.05745 0.98264 3.09706
N 2.96275 1.53504 1.88834
C 1.94858 1.14138 1.12405
C 1.00139 0.20129 1.51948
H -1.24898 -1.47818 1.71366
H -3.31385 -3.40596 2.38059
H -3.92674 -4.95505 4.22347
H -2.53825 -5.12437 6.24797
H -0.48362 -3.74444 6.49672
H 2.29023 -0.38158 4.57566
H 3.89449 1.31004 3.70595
H 1.87693 1.57462 0.13199
H 0.22312 -0.08093 0.82262
C 0.63414 0.91456 -2.26615
C 0.16587 -0.15996 -1.92677
C -0.35647 -1.40432 -1.50346
C -1.58782 -1.40386 -0.77486
C -2.40405 -2.55499 -0.59402
C -3.61822 -2.49455 0.06093
C -4.09975 -1.30690 0.60990
C -3.32457 -0.16316 0.44715
C -2.11488 -0.20181 -0.22407
C 0.35933 -2.60016 -1.92542
C 0.42563 -3.77224 -1.14629
C 1.19379 -4.85893 -1.53057
C 1.93273 -4.83347 -2.70843
C 1.88406 -3.68541 -3.49304
C 1.11749 -2.59765 -3.11362
H -2.09394 -3.49457 -1.03013
H -4.20948 -3.40235 0.14324
H -5.04599 -1.27371 1.13436
H -3.67190 0.78525 0.84435
H -1.55174 0.71410 -0.36526
H -0.08746 -3.80390 -0.19299
H 1.23670 -5.72904 -0.88443
H 2.54113 -5.68060 -2.99990
H 2.45957 -3.63212 -4.41049
H 1.11050 -1.70349 -3.72499
N -0.93770 4.26723 -4.92901
C -0.10811 3.75454 -4.30863
C -2.20173 3.86628 0.78574
As -1.44055 3.79774 -1.02646
C -3.00851 3.07980 -1.95193
C -1.73040 5.67926 -1.48960
H -3.19126 4.32753 0.77816
H -1.53745 4.44065 1.43165
H -2.27587 2.85476 1.18712
H -3.90567 3.63904 -1.67825
H -3.13675 2.02784 -1.70039
H -2.83348 3.16630 -3.02407
H -2.74860 5.98879 -1.24524
H -1.55491 5.79447 -2.55883
H -1.01477 6.29887 -0.94934
*
```

Entry 3:
C36H30BrILaN5O8P2S2 | ωB97M-V with the def2-TZVPD basis set

Values from the calculation:
frontier orbital gap = 6.15 eV
relative energy (zero: lowest compared OMol25 entry of this formula, charge and spin) = 51.40 kJ/mol
DFT total energy = -180910.84078 eV

The geometry in ORCA input format:
```
! wB97M-V def2-TZVPD RIJCOSX def2/J DEFGRID3
* xyz -2 1
La 1.21495 0.94638 -0.88087
C -2.88765 3.41664 -0.90080
C -2.09409 2.15903 -1.08829
O -0.82739 2.30051 -1.26828
C -2.69125 0.86483 -1.17824
C -4.04838 0.64174 -0.63232
C -4.66131 -0.56195 -0.78218
C -3.94352 -1.60646 -1.35948
C -2.61500 -1.50876 -1.71778
C -1.87570 -0.29864 -1.55577
O -0.64692 -0.28963 -1.77909
H -3.86211 3.36070 -1.34683
H -2.40831 4.24549 -1.41832
H -2.89759 3.77221 0.14905
H -4.54410 1.47990 -0.10652
H -5.60608 -0.77325 -0.33196
H -4.47963 -2.55108 -1.52826
H -2.06774 -2.29442 -2.11873
S 0.37772 1.92576 1.74745
C 1.55615 1.28610 2.84073
C 1.17513 1.12975 4.22601
C 2.04051 0.59988 5.14534
C 1.40419 0.24903 6.35852
N 0.64703 -0.04629 7.17034
C 3.34488 0.30212 4.84863
C 3.79267 0.58864 3.52381
C 2.87632 0.90049 2.47932
S 3.43488 0.81844 0.86890
C 4.29454 -0.25829 5.85515
N 4.97354 -0.68249 6.67270
H 0.22917 1.46975 4.55763
H 4.81497 0.44656 3.34870
C -0.31601 -3.20780 3.55811
C -0.83948 -3.79828 2.38524
C -0.32241 -3.41411 1.14689
C 0.70813 -2.52882 1.07563
C 1.29684 -2.02193 2.26548
C 0.76898 -2.37757 3.49959
N 1.21781 -1.99137 -0.13341
N 1.71031 -2.89842 -0.80378
C 2.29799 -2.37965 -2.03259
C 2.86155 -3.46261 -2.74361
C 3.54893 -3.21823 -3.89906
C 3.69527 -1.89028 -4.28630
C 3.15753 -0.80440 -3.62641
C 2.41686 -1.00084 -2.36036
H -0.86308 -3.46467 4.47368
H -1.66253 -4.50127 2.43848
H -0.82691 -3.64973 0.25174
H 2.19039 -1.49726 2.23583
H 1.32230 -2.08301 4.39851
H 2.84648 -4.39602 -2.33853
H 4.01286 -4.03510 -4.34779
H 4.33612 -1.84548 -5.17898
H 3.34662 0.18372 -3.99401
N 1.30705 1.81987 -5.23609
C 1.53526 3.29136 -4.98774
C 2.32602 3.80016 -6.28043
P 2.49199 3.63263 -3.43721
O 2.45708 5.11907 -3.18074
O 4.01288 3.18611 -3.78224
O 2.04117 2.60250 -2.45534
P -0.06751 4.22701 -5.03129
O -0.98479 3.57633 -3.82298
O -0.70299 4.13061 -6.31847
O 0.36443 5.65692 -4.50358
H 0.46900 1.59566 -5.72818
H 1.27451 1.46490 -4.25632
H 4.18341 2.39493 -3.36255
H 3.23513 3.23972 -6.38045
H 2.52536 4.84050 -6.18939
H 1.68517 3.72567 -7.19782
H 1.13235 5.57933 -3.80066
H -0.49768 3.65342 -2.98500
Br -6.06082 -1.66445 2.35968
C -4.88596 -2.08271 3.79495
C -5.31424 -3.17026 4.56826
C -4.50718 -3.63253 5.58456
C -3.38613 -2.86694 5.98281
C -3.00215 -1.83611 5.21670
C -3.72372 -1.38778 4.08071
I -2.83605 -0.00280 2.87870
H -6.19487 -3.72694 4.20259
H -4.81680 -4.49229 6.12119
H -2.86515 -3.18799 6.88549
H -2.11925 -1.23545 5.47792
*
```

Entry 4:
C36H30ErN5O2P2 | ωB97M-V with the def2-TZVPD basis set

Values from the calculation:
frontier orbital gap (spin up / spin down) = 7.82 / 7.83 eV
expectation value of S² = 3.753
DFT total energy = -95547.75899 eV

The geometry in ORCA input format:
```
! wB97M-V def2-TZVPD RIJCOSX def2/J DEFGRID3
* xyz 2 4
Er -1.04846 0.01076 -0.27479
O -2.86677 1.30695 -0.81558
N -3.32235 2.06386 0.10027
N -2.78593 1.96408 1.24236
O -1.75852 1.08537 1.38279
C -3.38546 2.57471 2.37105
C -4.72993 2.62410 2.50636
C -5.29643 3.51187 3.43761
C -4.47600 4.23209 4.28029
C -3.10657 4.00143 4.34678
C -2.56419 3.16726 3.33294
H -5.41614 2.08255 1.82808
H -6.37542 3.51588 3.49362
H -4.98492 4.87844 5.07638
H -2.45434 4.33230 5.15840
H -1.51805 2.96238 3.33031
N 2.27012 0.23916 -1.11398
P 1.58089 -1.28273 -0.87017
C 2.75962 -2.55635 -1.19116
C 3.30820 -3.44345 -0.24759
C 4.14777 -4.49456 -0.66893
C 4.47436 -4.70537 -2.02712
C 4.01866 -3.73757 -2.91197
C 3.11930 -2.76615 -2.51606
C 0.45743 -1.53326 -2.32657
C -0.20050 -0.39317 -2.88849
C -1.21873 -0.53344 -3.83722
C -1.69817 -1.75096 -4.15082
C -1.10320 -2.88136 -3.58845
C -0.07150 -2.78286 -2.64560
P 1.42005 1.33588 -0.21786
C 1.77244 3.04440 -0.70170
C 1.02294 3.57932 -1.75709
C 1.17781 4.85916 -2.12257
C 2.07867 5.69309 -1.45750
C 2.83520 5.15122 -0.42791
C 2.69860 3.82466 -0.01538
C 1.98039 1.23952 1.45969
C 2.97936 0.28707 1.75477
C 3.35898 0.15165 3.04229
C 2.79151 0.94504 4.06186
C 1.80455 1.85758 3.76658
C 1.39416 2.02425 2.44684
H 3.21623 0.43813 -1.36926
H 3.00232 -3.38223 0.81695
H 4.68270 -5.16065 0.06364
H 5.16066 -5.48156 -2.34745
H 4.31860 -3.77913 -3.91557
H 2.75235 -2.10779 -3.27668
H 0.21332 0.56373 -2.67916
H -1.60157 0.39918 -4.22386
H -2.41135 -1.81588 -4.97722
H -1.34140 -3.94199 -3.78594
H 0.21895 -3.72821 -2.08874
H 0.31054 2.89704 -2.17522
H 0.66303 5.35934 -2.97209
H 2.17992 6.75528 -1.73963
H 3.56810 5.76306 0.03447
H 3.32117 3.40775 0.75615
H 3.39290 -0.23559 0.96243
H 4.10598 -0.63444 3.28066
H 3.19970 0.79122 5.03987
H 1.28632 2.38389 4.57144
H 0.58106 2.70669 2.19274
N -4.10924 -7.01567 -0.46394
C -3.71995 -5.97240 -0.24854
C -3.23660 -4.65021 -0.17022
C -3.78719 -3.56207 -0.85919
C -3.07334 -2.37180 -0.78771
N -1.95619 -2.17526 -0.04903
C -1.50601 -3.18125 0.61728
C -2.13272 -4.42777 0.65585
H -4.65110 -3.67682 -1.47437
H -3.44554 -1.51154 -1.40363
H -0.56950 -3.08298 1.13654
H -1.70157 -5.25485 1.23473
*
```

Entry 5:
C36H30F12N5O4Tc | ωB97M-V with the def2-TZVPD basis set

Values from the calculation:
frontier orbital gap (spin up / spin down) = 4.16 / 4.15 eV
DFT total energy = -88248.07115 eV

The geometry in ORCA input format:
```
! wB97M-V def2-TZVPD RIJCOSX def2/J DEFGRID3
* xyz 2 1
Tc -0.98820 0.65979 -0.53670
C 1.28603 -4.99008 3.26838
C 1.05650 -3.86653 2.32261
C 1.94115 -3.63784 1.24966
C 1.63195 -2.72711 0.29634
C 0.46891 -1.88765 0.38351
N -0.03007 -1.19307 -0.68593
C 0.19579 -1.60004 -1.98979
C 1.46207 -1.97519 -2.50246
C 1.56501 -2.76456 -3.60398
C 0.40187 -3.29833 -4.19714
C 0.47144 -4.32718 -5.27716
C -0.82978 -2.77824 -3.79877
C -0.95208 -1.82710 -2.80562
C -2.27277 -1.08213 -2.67312
O -2.34214 -0.11442 -1.66411
C -3.48204 -2.09056 -2.47073
F -4.04972 -2.40109 -3.63970
F -3.05382 -3.23720 -1.92592
F -4.39380 -1.55688 -1.67842
C -2.49650 -0.32690 -4.05216
F -3.72933 0.18252 -4.08339
F -2.34518 -1.09032 -5.13028
F -1.61155 0.66512 -4.14552
C -0.30796 -1.98198 1.59906
C -0.04403 -3.01335 2.46602
C -1.51236 -1.09575 1.86758
O -1.43309 0.11363 1.18972
C -1.62274 -0.65709 3.37608
F -1.76502 -1.66226 4.23965
F -0.52794 0.02029 3.69740
F -2.68728 0.13303 3.50655
C -2.81235 -1.85060 1.42142
F -3.14877 -2.80059 2.28789
F -2.56498 -2.44118 0.23506
F -3.82323 -1.01559 1.26737
H 1.34308 -5.93125 2.71324
H 0.50373 -5.06787 4.01777
H 2.25289 -4.87327 3.76789
H 2.84155 -4.23302 1.15198
H 2.29997 -2.64977 -0.53556
H 2.35583 -1.56089 -2.05842
H 2.54009 -3.00288 -4.01139
H 1.49491 -4.58584 -5.53731
H -0.04468 -3.97564 -6.17483
H -0.05171 -5.23238 -4.95775
H -1.71022 -3.09804 -4.33970
H -0.69486 -3.18550 3.30479
C -1.04335 2.62096 2.18048
N -0.66378 2.45057 0.78068
C -0.62362 3.57136 0.07813
C -1.12808 3.54740 -1.18930
C -1.60997 4.55016 -2.07178
C -2.60553 3.96146 -2.81276
C -2.70351 2.61250 -2.38451
N -1.81696 2.37352 -1.42810
C 0.13574 3.00565 3.05830
C 1.34657 3.43686 2.53761
C 2.37347 3.85335 3.38264
C 2.19088 3.84020 4.75279
C 0.97951 3.40423 5.27914
C -0.04126 2.99156 4.43581
H -1.46590 1.69594 2.53441
H -1.83720 3.36415 2.27308
H -0.33639 4.49996 0.57059
H -1.28615 5.58180 -2.10005
H -3.22713 4.42192 -3.56661
H -3.40486 1.87026 -2.71662
H 1.49835 3.45481 1.46267
H 3.31104 4.20708 2.96574
H 2.98229 4.17736 5.41035
H 0.82821 3.39259 6.35201
H -0.98797 2.65941 4.85231
C 3.66634 2.21586 1.12601
C 2.45758 1.45591 0.65853
N 1.78820 0.58723 1.31542
O 2.11829 0.33804 2.60683
C 2.01969 1.59636 -0.75633
C 2.94681 2.05189 -1.83522
N 0.81713 1.28898 -1.04423
O 0.23702 1.06492 -2.19714
H 3.71323 2.31387 2.20875
H 3.66701 3.22785 0.71962
H 4.58279 1.72355 0.79173
H 2.77309 0.97775 2.92094
H 3.26122 3.08055 -1.64562
H 2.45611 2.01226 -2.80445
H 3.84652 1.43277 -1.85595
*
```

Entry 6:
C36H30IO9S | ωB97M-V with the def2-TZVPD basis set

Values from the calculation:
frontier orbital gap = 3.20 eV
DFT total energy = -75182.59785 eV

The geometry in ORCA input format:
```
! wB97M-V def2-TZVPD RIJCOSX def2/J DEFGRID3
* xyz -1 1
O -0.27922 -1.63339 1.65538
C 0.31396 -0.91078 0.89316
O -0.03987 -0.76754 -0.36961
C 0.58401 0.28033 -1.13943
C -0.41157 1.36698 -1.51827
C -1.14736 2.20098 -0.46616
I 0.30634 2.73927 1.15849
C -2.26659 1.39008 0.22014
C -3.57936 1.49083 -0.58938
C -4.06290 0.24421 -1.34546
C -4.17711 -1.02559 -0.48116
S -3.64591 -2.49433 -1.33490
O -2.31583 -2.86769 -0.95930
O -4.02684 -2.40980 -2.71426
O -4.64767 -3.59496 -0.70861
H 1.21887 -0.36367 1.18805
H 1.44340 0.69231 -0.60216
H 0.97365 -0.20057 -2.04559
H 0.14235 2.03823 -2.19023
H -1.18646 0.89921 -2.14253
H -2.01245 0.33942 0.41622
H -2.44733 1.83927 1.19976
H -4.38051 1.83104 0.07772
H -3.43084 2.28262 -1.32864
H -5.06301 0.45934 -1.73319
H -3.43677 0.06178 -2.22189
H -3.62804 -0.95132 0.45893
H -5.22401 -1.23100 -0.24684
H -4.36753 -3.73196 0.21032
C -1.32943 -2.21479 9.92876
C -1.92209 -3.43494 10.23811
C -1.91987 -4.46261 9.31125
C -1.33142 -4.27299 8.06634
C -0.74913 -3.04532 7.75191
C -0.74443 -2.02020 8.68955
C -0.13351 -2.80112 6.41129
O 0.39512 -1.74165 6.16029
C -0.18712 -3.90554 5.41296
C 0.32621 -3.69150 4.13976
C 0.29437 -4.71146 3.20396
C -0.24140 -5.95023 3.53638
C -0.75728 -6.16967 4.80277
C -0.73900 -5.14839 5.74402
C -1.32566 -5.39959 7.08774
O -1.78916 -6.48207 7.38653
H -1.32816 -1.41356 10.65628
H -2.38601 -3.58205 11.20484
H -2.37218 -5.41775 9.53954
H -0.28478 -1.07582 8.43266
H 0.72366 -2.72140 3.87580
H 0.67775 -4.53192 2.20874
H -0.26420 -6.74394 2.80091
H -1.18292 -7.12670 5.07104
C 5.03552 1.34905 -7.79164
C 4.21985 0.64710 -6.90976
C 3.36620 1.32861 -6.05956
C 3.33053 2.71697 -6.08319
C 4.15778 3.42296 -6.95799
C 5.00550 2.73266 -7.81622
C 4.16016 4.91500 -6.98124
O 4.87315 5.52633 -7.75091
C 3.26552 5.62691 -6.02572
C 3.28149 7.01603 -5.98952
C 2.45204 7.69229 -5.11131
C 1.59885 6.98669 -4.26853
C 1.57804 5.60284 -4.29826
C 2.41415 4.92072 -5.17372
C 2.39086 3.43028 -5.16950
O 1.63595 2.82485 -4.44479
H 5.69751 0.81300 -8.45924
H 4.25046 -0.43430 -6.88734
H 2.72236 0.79691 -5.37225
H 5.63663 3.29004 -8.49444
H 3.94754 7.55385 -6.64993
H 2.46961 8.77395 -5.07999
H 0.95124 7.51742 -3.58344
H 0.92431 5.04169 -3.64350
*
```